No. 1
A structure of composition C32H28MnN6O11S in a non-equilibrium geometry, computed with the ωB97M-V functional and the def2-TZVPD basis.

CARTESIAN COORDINATES (ANGSTROEM)
Mn 0.139 0.985 -0.349
O -2.594 3.453 0.931
C -1.819 2.988 0.134
O -1.396 1.737 0.249
C -1.374 3.750 -1.071
C -2.135 4.855 -1.408
C -1.855 5.560 -2.562
C -0.826 5.189 -3.402
C -0.038 4.119 -3.040
C -0.272 3.356 -1.863
O 0.492 2.332 -1.567
N 1.052 3.800 -3.968
O 0.798 3.868 -5.152
O 2.098 3.381 -3.516
N -2.676 6.721 -2.921
O -3.626 6.978 -2.209
O -2.355 7.349 -3.912
H -2.955 5.140 -0.765
H -0.630 5.727 -4.317
O 2.505 2.541 2.605
N 2.014 1.677 1.907
O 2.266 0.479 2.005
O 1.090 2.063 1.053
N -1.530 -3.345 5.054
C -1.712 -4.580 5.640
C -2.108 -4.965 6.917
C -2.186 -6.322 7.153
C -1.882 -7.265 6.154
C -1.491 -6.874 4.893
C -1.404 -5.505 4.635
N -1.039 -4.845 3.475
C -1.127 -3.576 3.766
C -0.827 -2.500 2.815
C -1.065 -1.161 3.100
C -0.762 -0.204 2.155
N -0.248 -0.529 0.968
C -0.015 -1.812 0.679
C -0.288 -2.824 1.574
H -1.632 -2.452 5.501
H -2.344 -4.244 7.688
H -2.490 -6.672 8.131
H -1.960 -8.318 6.389
H -1.256 -7.593 4.120
H -1.494 -0.834 4.037
H -0.944 0.847 2.331
H 0.400 -2.011 -0.299
H -0.095 -3.855 1.319
C 3.875 -0.727 -2.048
S 2.869 0.717 -1.755
O 1.789 0.097 -0.841
C 3.930 1.664 -0.708
C 4.572 1.114 0.397
C 5.347 1.935 1.194
C 5.475 3.285 0.884
C 4.826 3.824 -0.213
C 4.037 3.013 -1.018
H 4.054 -1.241 -1.106
H 4.808 -0.405 -2.506
H 3.317 -1.366 -2.729
H 4.439 0.073 0.659
H 5.834 1.529 2.070
H 6.075 3.923 1.520
H 4.916 4.878 -0.438
H 3.500 3.414 -1.865
C -2.544 -0.402 -4.685
C -2.040 -1.388 -3.624
C -1.071 -2.390 -4.267
C -3.225 -2.136 -3.002
C -1.337 -0.638 -2.572
C -0.774 -0.007 -1.708
H -3.079 -0.945 -5.467
H -1.713 0.135 -5.142
H -3.222 0.328 -4.244
H -1.579 -2.938 -5.062
H -0.709 -3.109 -3.531
H -0.212 -1.874 -4.697
H -3.755 -2.697 -3.775
H -3.922 -1.439 -2.538
H -2.885 -2.837 -2.239

Results
HOMO (spin up / spin down), eV: -9.002 / -9.007
LUMO energy (spin up / spin down), eV: -1.298 / -1.448
Charge: 0
⟨S²⟩: 3.8348
Spin multiplicity: 4
Largest force on an atom, Eh/bohr: 0.023

No. 2
A structure of composition C32H28MoN10O4S2 in a non-equilibrium geometry, computed with the ωB97M-V functional and the def2-TZVPD basis.

CARTESIAN COORDINATES (ANGSTROEM)
Mo 0.158 0.976 -0.505
O -3.131 0.169 2.392
C -2.825 1.134 3.307
C -3.756 1.375 4.306
C -3.462 2.269 5.316
C -2.228 2.918 5.358
C -1.316 2.704 4.352
C -1.609 1.832 3.291
C -0.662 1.727 2.179
O -0.971 1.026 1.085
N 0.458 2.350 2.200
N 1.100 2.212 0.959
C 2.250 2.805 0.931
C 3.081 2.980 -0.214
C 4.269 3.724 -0.129
C 5.002 3.982 -1.263
C 4.545 3.513 -2.497
C 3.380 2.772 -2.598
C 2.664 2.493 -1.447
O 1.556 1.738 -1.500
H -2.328 0.015 1.875
H -4.698 0.842 4.277
H -4.198 2.458 6.088
H -1.993 3.596 6.167
H -0.365 3.218 4.346
H 2.553 3.263 1.869
H 4.595 4.096 0.836
H 5.917 4.555 -1.203
H 5.111 3.733 -3.394
H 3.017 2.409 -3.551
C -3.974 -1.812 -2.639
C -3.652 -0.364 -2.661
N -4.208 0.543 -3.391
N -3.543 1.703 -3.071
C -2.581 1.543 -2.172
S -1.487 2.675 -1.547
N -2.638 0.218 -1.905
N -1.835 -0.363 -0.918
H -4.899 -1.975 -3.186
H -4.101 -2.176 -1.619
H -3.183 -2.389 -3.124
H -3.810 2.572 -3.508
H -1.616 -1.323 -1.172
H -2.353 -0.407 -0.044
S 3.936 -5.132 -3.052
N 2.981 -4.132 -3.871
C 2.511 -3.264 -2.993
C 1.613 -2.160 -3.291
C 1.155 -1.862 -4.577
C 0.347 -0.764 -4.759
C -0.017 -0.006 -3.650
N 0.374 -0.307 -2.419
C 1.219 -1.345 -2.236
C 1.730 -1.559 -0.875
N 1.354 -0.671 0.075
C 1.785 -0.839 1.323
C 2.625 -1.881 1.689
C 3.042 -2.770 0.729
C 2.585 -2.612 -0.582
C 2.978 -3.485 -1.676
N 3.797 -4.518 -1.574
H 1.460 -2.490 -5.406
H -0.004 -0.480 -5.742
H -0.622 0.884 -3.764
H 1.448 -0.114 2.052
H 2.949 -1.969 2.717
H 3.714 -3.588 0.961
C -0.933 -1.765 3.660
C -1.422 -2.322 2.353
C -2.146 -3.635 2.406
O -1.249 -1.724 1.303
H -0.197 -2.448 4.092
H -1.762 -1.705 4.370
H -0.495 -0.775 3.538
H -1.521 -4.390 2.889
H -2.426 -3.970 1.410
H -3.043 -3.530 3.023

Results
HOMO (spin up / spin down), eV: -12.866 / -12.975
LUMO energy (spin up / spin down), eV: -6.162 / -6.608
Charge: +2
⟨S²⟩: 2.0178
Spin multiplicity: 3
Largest force on an atom, Eh/bohr: 0.031
Relative energy (zero: lowest compared OMol25 entry of this formula, charge and spin), kJ/mol: 21.75